The following is a DFT calculation (ωB97M-V with the def2-TZVPD basis set) of the molecule C5H7N in a non-equilibrium geometry.

SMILES string = C1=C[C@H]2N[C@H]2C1
LUMO level = 0.045 Eh
molecular weight = 81.118 g mol⁻¹
HOMO energy = -8.8 eV

Last column: Löwdin charge in e.
Cartesian coordinates (Å):
1 C 1.2189 -0.0993 -0.6919  -0.09
2 C 0.6189 1.0844 -0.5320  -0.06
3 C -0.5134 0.9998 0.4547  -0.28
4 N -1.6810 0.3229 -0.0123  0.04
5 C -0.6962 -0.4730 0.6889  -0.25
6 C 0.5641 -1.1714 0.1557  -0.14
7 H 2.0479 -0.2955 -1.3713  0.10
8 H 0.7248 1.9344 -1.2017  0.10
9 H -0.6613 1.7454 1.2360  0.13
10 H -2.0322 0.3922 -0.9446  0.10
11 H -1.1587 -0.8886 1.5794  0.13
12 H 1.2255 -1.4378 0.9996  0.12
13 H 0.3427 -2.1136 -0.3605  0.11

***

The following is a DFT calculation (ωB97M-V with the def2-TZVPD basis set) of the molecule C4H8N2O2 in a non-equilibrium geometry.

SMILES string = C/C(=C/N)C(=O)NO
LUMO level (spin up / spin down) = 0.015 / 0.015 Eh
molecular weight = 116.120 g mol⁻¹
HOMO energy (spin up / spin down) = -7.2 / -7.2 eV

Last column: Löwdin charge in e.
Cartesian coordinates (Å):
1 C 0.0308 -1.3474 -1.7871  -0.07
2 C 0.0228 -0.3808 -0.6463  -0.26
3 C 0.7068 -0.5911 0.5942  -0.10
4 N 1.7240 0.1803 1.0068  0.17
5 C -0.9122 0.6524 -0.4708  -0.49
6 O -1.4983 1.4479 -1.1980  0.02
7 N -1.1527 0.6408 0.9799  -0.05
8 O -0.7096 1.7127 1.7919  -0.06
9 H 1.0390 -1.5361 -2.1722  0.07
10 H -0.3882 -2.3186 -1.4964  0.07
11 H -0.5771 -0.9538 -2.6044  0.08
12 H 0.6988 -1.5615 1.0994  0.14
13 H 2.1070 0.0460 1.9342  0.12
14 H 1.8170 1.0921 0.5767  0.13
15 H -2.1275 0.4325 1.1951  0.14
16 H -0.7804 2.4846 1.1970  0.10

***

The following is a DFT calculation (ωB97M-V with the def2-TZVPD basis set) of a structure of composition C19H18BrN6O7Tl in a non-equilibrium geometry.

LUMO level = 0.148 Eh
molecular weight = 726.675 g mol⁻¹
charge = -2
HOMO energy = -2.6 eV

Last column: Löwdin charge in e.
Cartesian coordinates (Å):
1 Tl 0.0029 -0.6294 -0.3352  1.00
2 O -2.8672 -3.4078 1.5052  -0.01
3 C -2.2321 -2.3566 1.4715  -0.68
4 O -2.2151 -1.5053 0.5496  -0.19
5 C -1.4918 -1.9510 2.8101  -0.11
6 C -1.2661 -0.4353 2.9079  -0.29
7 C -1.0809 -0.0387 4.3885  -0.11
8 C 0.3473 -0.5534 4.6506  -0.11
9 C 0.6936 -1.1349 3.2626  -0.27
10 O 0.0390 -0.2352 2.3869  -0.15
11 C -0.0567 -2.4676 3.0797  -0.11
12 C 0.7386 -3.3070 2.0180  -0.67
13 O 1.1981 -4.3768 2.4260  -0.03
14 O 0.9642 -2.7719 0.9103  -0.18
15 H -2.1643 -2.2980 3.6033  0.14
16 H -1.9828 0.1665 2.3538  0.15
17 H -1.1303 1.0458 4.5023  0.10
18 H -1.8292 -0.4871 5.0410  0.10
19 H 1.0225 0.2642 4.9152  0.10
20 H 0.4065 -1.3082 5.4350  0.10
21 H 1.7591 -1.1808 3.0334  0.16
22 H -0.0337 -3.0623 3.9992  0.14
23 C 1.2609 4.8963 0.1832  -0.08
24 O -0.0595 4.4657 -0.0939  -0.06
25 C -0.2314 3.1018 -0.0658  -0.59
26 O 0.6358 2.3352 0.2618  0.00
27 N -1.5066 2.8177 -0.4027  0.00
28 N -1.8933 1.4975 -0.6220  -0.02
29 H 1.2230 5.9835 0.2302  0.08
30 H 1.9371 4.5719 -0.6110  0.05
31 H 1.6078 4.4796 1.1317  0.09
32 H -2.0355 3.5822 -0.8223  0.15
33 H -1.8557 1.2089 -1.6103  -0.02
34 H -2.7776 1.2689 -0.1847  0.09
35 Br 2.9147 2.0795 -1.9896  0.78
36 C 3.6944 0.6926 -0.9689  -0.74
37 C 5.0100 0.8176 -0.5485  -0.13
38 C 5.5278 -0.2350 0.1857  -0.09
39 C 4.7214 -1.3280 0.4709  -0.05
40 C 3.4237 -1.3504 -0.0228  -0.12
41 N 2.9393 -0.3469 -0.7373  -0.01
42 H 5.5901 1.6979 -0.7756  0.09
43 H 6.5545 -0.1999 0.5227  0.10
44 H 5.0938 -2.1512 1.0585  0.10
45 H 2.7300 -2.1662 0.1704  0.09
46 N -1.3979 0.6758 -3.2637  0.14
47 C -0.9280 0.1908 -4.2079  -0.21
48 C -0.3809 -0.3513 -5.3509  -0.32
49 C 0.9950 -0.3994 -5.5261  -0.28
50 N 2.1356 -0.4434 -5.7164  0.10
51 C -1.1996 -0.8225 -6.3651  -0.29
52 N -1.8683 -1.1915 -7.2362  0.08

***

The following is a DFT calculation (ωB97M-V with the def2-TZVPD basis set) of a structure of composition CHN2O3P in a non-equilibrium geometry.

LUMO level = 0.274 Eh
molecular weight = 120.004 g mol⁻¹
charge = -2
HOMO energy = 0.9 eV

Last column: Löwdin charge in e.
Cartesian coordinates (Å):
1 C -0.4274 -0.3828 1.2654  -0.69
2 N -0.8093 -0.3869 2.3542  -0.01
3 N -0.0164 1.2145 0.1033  -0.20
4 O -0.3222 -0.1069 -2.0299  -0.45
5 O -0.0649 -1.1733 0.2521  -0.22
6 O 2.0547 -0.2453 -0.9578  -0.46
7 P 0.5691 -0.0037 -0.8561  0.09
8 H -0.9835 1.0843 -0.1313  -0.07

***

The following is a DFT calculation (ωB97M-V with the def2-TZVPD basis set) of a cluster of 6 separate species, H12O6 in total in a non-equilibrium geometry.

SMILES string = O.O.O.O.O.O
LUMO level = -0.003 Eh
molecular weight = 108.090 g mol⁻¹
HOMO energy = -10.6 eV

Last column: Löwdin charge in e.
Cartesian coordinates (Å):
1 O 2.4744 -0.3393 0.9566  -0.05
2 H 3.2783 -0.8692 0.8458  0.08
3 H 2.4839 0.2628 0.1887  0.05
4 O 0.6215 -2.2114 1.6232  -0.07
5 H -0.0033 -2.4502 0.9342  0.04
6 H 1.1867 -1.5472 1.1902  -0.03
7 O 0.9181 0.3295 -1.2537  -0.02
8 H 1.2128 -0.5649 -1.5121  0.10
9 H 0.5487 0.6036 -2.0647  0.05
10 O -2.0661 -0.0260 -1.9827  -0.05
11 H -2.7277 0.6728 -1.8013  0.06
12 H -1.6998 -0.3388 -1.1781  -0.03
13 O -1.7291 2.4382 1.0101  -0.08
14 H -1.6412 1.4765 0.8135  -0.01
15 H -1.5295 2.9288 0.2214  0.01
16 O -0.8523 -0.0787 0.6604  -0.07
17 H -0.2752 -0.4296 1.3517  0.05
18 H -0.2002 0.1432 -0.0033  -0.02

***

The following is a DFT calculation (ωB97M-V with the def2-TZVPD basis set) of a cluster of 16 separate species, C57H66F7N9O21 in total in a non-equilibrium geometry.

LUMO level = -0.002 Eh
molecular weight = 1346.183 g mol⁻¹
HOMO energy = -8.1 eV

Last column: Löwdin charge in e.
Cartesian coordinates (Å):
1 N 11.7320 14.6056 16.2307  0.04
2 C 11.5509 15.3637 17.4102  -0.14
3 C 10.5121 16.2583 17.2107  -0.12
4 C 10.0509 16.0679 15.8579  -0.13
5 C 10.7923 15.0473 15.2841  -0.13
6 H 12.3014 13.8023 16.2060  0.09
7 H 12.1080 15.1761 18.3207  0.08
8 H 10.0618 16.9637 18.0043  0.12
9 H 9.2640 16.6621 15.3700  0.10
10 H 10.7091 14.6894 14.2249  0.13
11 N 20.2453 19.8552 19.5028  -0.01
12 C 19.3275 19.1630 18.7821  -0.16
13 C 19.4211 19.4984 17.4480  -0.09
14 C 20.5469 20.4034 17.3665  -0.11
15 C 21.0154 20.6197 18.6522  -0.15
16 H 20.6038 19.6479 20.4425  0.16
17 H 18.5817 18.5582 19.2427  0.08
18 H 18.7984 19.2193 16.6247  0.08
19 H 20.9428 20.8827 16.5120  0.07
20 H 21.9139 21.1309 19.0893  0.12
21 N 9.8498 16.1124 23.3016  0.02
22 C 9.8472 17.3343 22.6997  -0.13
23 C 10.3383 17.1774 21.4505  -0.13
24 C 10.6174 15.7968 21.2498  -0.12
25 C 10.3395 15.1717 22.4071  -0.13
26 H 9.4685 15.9078 24.1782  0.09
27 H 9.3664 18.2075 23.2179  0.14
28 H 10.5140 17.9433 20.6971  0.11
29 H 11.0877 15.3076 20.3453  0.09
30 H 10.3272 14.1436 22.5743  0.10
31 N 12.8492 16.5148 24.3118  0.05
32 C 12.8620 17.1274 25.5807  -0.10
33 C 14.0451 16.7960 26.1806  -0.12
34 C 14.7161 15.8852 25.2833  -0.10
35 C 13.9294 15.7477 24.1716  -0.16
36 H 12.0176 16.4908 23.7164  0.11
37 H 11.9518 17.6443 25.9203  0.13
38 H 14.3177 17.1229 27.1475  0.09
39 H 15.7186 15.4357 25.4162  0.10
40 H 14.1090 15.1787 23.2895  0.09
41 N 15.9620 13.4196 19.7981  0.09
42 C 15.9211 12.9745 21.0920  -0.14
43 C 14.6364 13.1416 21.6073  -0.12
44 C 13.8346 13.6379 20.5823  -0.13
45 C 14.6617 13.7752 19.4515  -0.08
46 H 16.6753 13.4419 19.1403  0.10
47 H 16.7612 12.6084 21.6708  0.10
48 H 14.3901 12.8436 22.5974  0.07
49 H 12.8267 13.9605 20.5738  0.06
50 H 14.4730 14.1254 18.3954  0.12
51 N 15.2950 17.3317 16.1158  0.03
52 C 14.6580 16.2745 15.4552  -0.16
53 C 15.3866 15.1647 15.6442  -0.15
54 C 16.4703 15.4315 16.5571  -0.10
55 C 16.3522 16.7661 16.8906  -0.11
56 H 14.7965 18.1989 16.3475  0.14
57 H 13.7659 16.3939 14.7815  0.13
58 H 15.2234 14.1663 15.2233  0.08
59 H 17.2227 14.7026 16.8323  0.08
60 H 16.8752 17.4427 17.5457  0.08
61 N 15.2424 10.2975 12.2227  0.01
62 C 16.2391 11.2272 12.0688  -0.13
63 C 17.0661 10.7374 11.1055  -0.12
64 C 16.6127 9.4333 10.7248  -0.10
65 C 15.4123 9.2286 11.3485  -0.10
66 H 14.4671 10.4841 12.8063  0.10
67 H 16.1792 12.1550 12.5480  0.09
68 H 17.9390 11.2163 10.7415  0.08
69 H 17.0963 8.9125 9.9033  0.09
70 H 14.6962 8.4645 11.3482  0.09
71 N 18.4715 14.7463 22.3723  0.01
72 C 19.4717 14.6670 21.4917  -0.17
73 C 19.1059 15.3231 20.3781  -0.09
74 C 17.8250 15.9971 20.6839  -0.09
75 C 17.4515 15.5608 21.9313  -0.15
76 H 18.3620 14.1614 23.1856  0.14
77 H 20.3247 13.9981 21.6761  0.13
78 H 19.6488 15.5930 19.4945  0.09
79 H 17.2126 16.6093 20.0040  0.08
80 H 16.5527 15.5954 22.5359  0.09
81 N 9.1887 13.0422 17.6717  0.03
82 C 9.3368 11.9344 16.9436  -0.14
83 C 8.9415 10.8739 17.7283  -0.12
84 C 8.5323 11.3919 18.9455  -0.15
85 C 8.7495 12.7568 18.9436  -0.12
86 H 9.2981 13.9358 17.2366  0.10
87 H 9.7891 11.8748 15.9337  0.11
88 H 8.9917 9.8458 17.3734  0.10
89 H 8.1880 10.8488 19.7930  0.09
90 H 8.5945 13.4888 19.7301  0.10
91 C 11.9000 10.9898 19.8797  -0.03
92 C 12.3913 10.2985 21.1023  -0.29
93 O 13.3902 9.4001 20.5606  0.10
94 C 13.0502 9.1585 19.2270  -0.52
95 O 13.5782 8.3352 18.5218  0.15
96 O 12.2351 10.1071 18.7978  0.09
97 F 11.4528 9.6077 21.7627  0.10
98 H 12.3271 11.9812 19.6680  0.12
99 H 10.8326 11.0892 19.7689  0.11
100 H 12.9187 10.9575 21.7834  0.15
101 C 15.1149 17.7505 21.6068  -0.05
102 C 13.6109 18.0036 21.5779  -0.27
103 O 13.3552 18.7383 20.3617  0.11
104 C 14.5678 19.0953 19.7962  -0.54
105 O 14.6239 19.7752 18.8520  0.19
106 O 15.6000 18.4958 20.4651  0.05
107 F 13.2153 18.7824 22.6484  0.03
108 H 15.2968 16.6842 21.4874  0.09
109 H 15.6188 18.0956 22.5111  0.15
110 H 12.8661 17.2380 21.5969  0.11
111 C 19.0030 11.7375 16.1011  -0.07
112 C 19.8884 10.6587 16.5232  -0.22
113 O 19.7123 10.6592 17.9625  0.13
114 C 18.9303 11.6829 18.3394  -0.56
115 O 18.5260 11.8010 19.4276  0.19
116 O 18.6603 12.4767 17.2622  0.07
117 F 21.2800 10.7857 16.3314  0.03
118 H 18.0562 11.4110 15.7041  0.13
119 H 19.5128 12.4092 15.3797  0.17
120 H 19.6903 9.6436 16.1905  0.17
121 C 11.5109 16.1292 28.9994  -0.02
122 C 12.2469 15.0113 28.3165  -0.33
123 O 11.3252 14.5708 27.2913  0.11
124 C 10.3627 15.5658 27.1404  -0.56
125 O 9.5987 15.5655 26.2009  0.13
126 O 10.4477 16.4395 28.0866  0.09
127 F 12.4862 14.0034 29.1392  0.10
128 H 12.0836 17.0839 28.9947  0.15
129 H 11.0666 15.9525 29.9929  0.15
130 H 13.1477 15.2901 27.7663  0.13
131 C 14.5813 9.8835 15.5367  -0.03
132 C 14.5131 11.1612 16.3148  -0.28
133 O 13.2446 11.7042 16.0616  0.09
134 C 12.6747 11.0577 14.9534  -0.54
135 O 11.6563 11.3055 14.4606  0.20
136 O 13.4974 10.0728 14.5928  0.05
137 F 15.4608 12.0752 15.7730  0.00
138 H 14.3251 9.0346 16.1801  0.13
139 H 15.5208 9.7726 14.9585  0.15
140 H 14.6695 10.9985 17.3715  0.13
141 C 15.0121 12.3237 25.4428  -0.11
142 C 14.8965 10.8491 25.5486  -0.33
143 O 16.1883 10.4581 25.2488  0.13
144 C 16.7566 11.4252 24.4041  -0.49
145 O 17.8028 11.3404 23.8844  0.19
146 O 15.9696 12.5627 24.4332  0.03
147 F 14.1048 10.2335 24.6135  0.07
148 H 15.2964 12.8310 26.3601  0.14
149 H 14.0269 12.8257 25.1848  0.16
150 H 14.5587 10.5067 26.5252  0.18
151 C 16.6423 9.7736 21.0119  -0.03
152 C 17.6910 8.7015 20.5856  -0.20
153 O 17.6478 8.7508 19.1680  0.13
154 C 16.6321 9.5871 18.8013  -0.57
155 O 16.5522 9.9177 17.6383  0.14
156 O 16.0601 10.1463 19.7892  0.09
157 F 17.3987 7.3717 20.9764  0.02
158 H 17.2139 10.6008 21.4793  0.11
159 H 15.8215 9.4078 21.6652  0.15
160 H 18.7260 8.8302 20.8507  0.16

***

The following is a DFT calculation (ωB97M-V with the def2-TZVPD basis set) of a structure of composition C16H25ClI2N3P2W in a non-equilibrium geometry.

LUMO level (spin up / spin down) = -0.469 / -0.467 Eh
spin multiplicity = 3
molecular weight = 794.446 g mol⁻¹
charge = +3
⟨S²⟩ = 2.038
HOMO energy (spin up / spin down) = -17.3 / -17.4 eV

Last column: Löwdin charge in e.
Cartesian coordinates (Å):
1 I -0.1558 -0.4855 -3.8988  0.72
2 I -0.1275 2.3963 -4.8209  0.59
3 W -0.2402 0.7010 -1.1627  0.83
4 P -2.9019 1.0145 -1.5307  0.73
5 C -3.1261 1.0563 -3.3260  -0.37
6 C -4.3298 0.1743 -0.8319  -0.23
7 H -5.2037 0.2868 -1.5195  0.09
8 H -4.4910 2.8167 -1.4081  0.08
9 H -4.5982 0.5665 0.1676  0.08
10 H -3.2159 3.0253 -0.1844  0.05
11 H -2.6996 0.1683 -3.7962  -0.07
12 H -4.1256 -0.8906 -0.7194  0.05
13 C -3.4103 2.7518 -1.2246  -0.24
14 H -4.1805 1.1212 -3.5875  0.08
15 H -2.8778 3.4372 -1.8873  0.06
16 H -2.6125 1.9163 -3.7725  -0.06
17 P 2.4656 1.0836 -1.3056  0.71
18 C 2.8714 0.8524 -3.0622  -0.36
19 C 2.9700 2.8427 -1.1350  -0.26
20 H 3.4811 0.1555 0.7238  0.05
21 H 4.7197 0.9073 -0.3074  0.08
22 H 4.0589 -0.7291 -0.7501  0.06
23 C 3.8190 0.2602 -0.3194  -0.21
24 H 2.7443 3.2242 -0.1312  0.04
25 H 4.0532 2.9540 -1.3106  0.08
26 H 3.9536 0.8655 -3.2131  0.08
27 H 2.3789 1.6506 -3.6356  -0.05
28 H 2.4243 3.4462 -1.8631  0.05
29 H 2.4537 -0.0993 -3.4044  -0.05
30 Cl 0.0318 2.1191 0.5966  0.16
31 N 1.2433 -1.5255 7.7018  0.23
32 C 0.8707 -1.8102 6.6271  -0.12
33 C 0.5654 -2.1062 5.2394  -0.17
34 C -0.7207 -1.8162 4.7456  0.04
35 C -0.8436 -1.6888 3.3689  0.02
36 C 0.2046 -2.0548 2.5321  -0.18
37 C 1.3437 -2.6467 3.0497  0.02
38 C 1.5620 -2.6313 4.4103  0.03
39 N 0.0501 -1.8514 1.1374  0.06
40 C 0.8245 -2.4123 0.1389  0.06
41 C 0.4358 -1.8664 -1.0534  -0.19
42 N -0.7782 -1.1806 -0.8128  -0.22
43 C -0.7390 -0.9148 0.5538  -0.23
44 H -1.6288 -1.7296 5.3585  0.16
45 H -1.7485 -1.3333 2.9249  0.11
46 H 2.0806 -3.1229 2.4379  0.12
47 H 2.4662 -3.0164 4.8856  0.15
48 H 1.5466 -3.1913 0.3585  0.16
49 H 0.7460 -2.1908 -2.0356  0.06
50 H -1.6100 -0.4999 1.0517  0.13

***

Listing ΔE to the lowest compared entry with this formula, charge and spin for the structures above in their given order: 2.186 5.101 1.304 1.926 1.240 0.000 3.208 eV.